## A
DFT (the ωB97M-V functional and the def2-TZVPD basis) results for one molecule with the formula C2H5PS.

Calculated values
- Multiplicity: 1
- SMILES string: C=CSP
- HOMO level: -8.9692 eV
- Gap between HOMO and LUMO: 9.93 eV

XYZ file:
```
9
Properties=species:S:1:pos:R:3:nbo_charge:R:1
C 1.4164 1.3974 0.4854 -0.452
C 0.4384 0.5445 0.5535 -0.155
P -1.3679 -1.9860 -0.1347 0.194
S 0.2091 -0.9385 -0.9490 -0.187
H 1.5412 2.1417 1.2593 0.218
H 2.1251 1.4062 -0.3219 0.218
H -0.3365 0.3996 1.2792 0.204
H -2.2519 -1.8538 -1.2130 -0.027
H -0.9238 -3.2313 -0.5901 -0.015
```

## B
DFT (the ωB97M-V functional and the def2-TZVPD basis) results for a 2-piece molecular cluster, C2H5PS overall.

Calculated values
- Multiplicity: 1
- SMILES string: [PH3]=S.C#C
- HOMO level: -9.0215 eV
- Gap between HOMO and LUMO: 9.82 eV

XYZ file:
```
9
Properties=species:S:1:pos:R:3:nbo_charge:R:1
C -1.3821 1.7623 -0.6875 -0.276
C -0.2313 2.0989 -0.9013 -0.214
P 1.0491 -0.9440 0.3862 0.689
S 2.5552 0.2407 0.2926 -0.578
H -2.4314 1.5444 -0.6965 0.240
H -0.0996 -0.5749 0.8364 -0.049
H 0.7560 2.3141 -1.1572 0.244
H 0.5256 -1.5484 -0.8103 -0.034
H 1.4240 -2.0946 1.0720 -0.022
```

Result of the stability comparison: A is the most stable of them.

## A
DFT (the ωB97M-V functional and the def2-TZVPD basis) results for a 2-piece molecular cluster, C2H5PS overall.

Calculated values
- Multiplicity: 1
- HOMO level: -8.1483 eV
- Gap between HOMO and LUMO: 7.86 eV

XYZ file:
```
9
Properties=species:S:1:pos:R:3:nbo_charge:R:1
C 1.2646 -0.6611 0.0353 -0.332
C -0.8853 -0.4427 -0.0711 -0.667
P -1.1050 1.3870 -0.0994 0.297
S 2.3600 0.3599 -0.4225 0.155
H 1.2608 -1.7426 0.3446 0.196
H -1.3997 -0.8837 0.7432 0.207
H -1.0362 -0.9551 -0.9568 0.193
H 0.0312 1.6974 -0.7594 -0.032
H -0.4903 1.2408 1.1862 -0.018
```

## B
DFT (the ωB97M-V functional and the def2-TZVPD basis) results for one molecule with the formula C2H5PS.

Calculated values
- Multiplicity: 1
- SMILES string: C=[PH2]C=S
- HOMO level: -7.7518 eV
- Gap between HOMO and LUMO: 6.30 eV

XYZ file:
```
9
Properties=species:S:1:pos:R:3:nbo_charge:R:1
C 1.4412 0.4147 -0.5771 -0.641
C -1.2812 0.2256 1.0570 -1.151
P -0.1920 -0.1948 -0.1432 1.060
S 2.6446 -0.2508 0.2627 0.192
H 1.5618 1.1098 -1.3681 0.222
H -1.6042 1.2362 1.1869 0.227
H -2.0205 -0.5073 0.7542 0.222
H -0.6603 -0.5033 -1.4383 -0.094
H 0.1105 -1.5302 0.2661 -0.037
```

Result of the stability comparison: A is the most stable of them.

## A
DFT (the ωB97M-V functional and the def2-TZVPD basis) results for a 11-piece molecular cluster, C11H44N22O11 overall.

Calculated values
- Multiplicity: 1
- SMILES string: NC(N)=O.NC(N)=O.NC(N)=O.NC(N)=O.NC(N)=O.NC(N)=O.NC(N)=O.NC(N)=O.NC(N)=O.NC(N)=O.NC(N)=O
- HOMO level: -9.2155 eV
- Gap between HOMO and LUMO: 9.51 eV

XYZ file:
```
88
Properties=species:S:1:pos:R:3:mulliken_charge:R:1
C 5.3027 0.6014 0.8094 0.415
O 4.9183 1.0229 -0.2931 -0.715
N 4.6553 0.8069 2.0431 -0.412
N 6.2878 -0.2756 0.9288 -0.381
H 3.9296 1.4851 2.0202 0.394
H 4.4920 -0.0073 2.5759 0.156
H 6.5847 -0.8114 0.1198 0.233
H 6.4657 -0.6696 1.8309 0.245
C -1.7743 3.9151 -4.0637 0.657
O -1.9929 4.1417 -2.8749 -0.820
N -2.2805 4.6627 -5.0945 -0.439
N -0.9804 2.8847 -4.4755 -0.267
H -1.9232 4.5123 -5.9860 0.148
H -3.1904 5.1153 -5.0371 0.244
H -0.2499 2.5422 -3.8542 0.307
H -0.8670 2.6449 -5.4593 0.215
C -4.2732 -3.4276 0.7731 0.553
O -4.0788 -3.4684 1.9906 -0.746
N -4.8599 -2.3299 0.1708 -0.376
N -3.8408 -4.3924 -0.1383 -0.385
H -4.9017 -2.0159 -0.8207 0.173
H -4.8080 -1.5257 0.8067 0.219
H -4.1058 -4.1269 -1.0806 0.224
H -4.1807 -5.3100 0.1103 0.259
C -3.8356 -0.9919 -2.8884 0.755
O -4.9384 -0.8749 -2.3730 -0.732
N -3.6729 -0.6227 -4.1521 -0.488
N -2.6972 -1.4680 -2.3146 -0.242
H -4.3995 -0.0941 -4.5469 0.242
H -2.7772 -0.4053 -4.5483 0.199
H -2.6825 -1.3081 -1.3141 -0.139
H -1.7463 -1.3488 -2.7016 0.253
C -0.8167 0.3609 3.0882 0.252
O -1.2029 -0.7915 3.2005 -0.704
N 0.3355 0.8944 3.7087 -0.436
N -1.3300 1.2523 2.2328 0.024
H 1.0707 0.2791 4.0018 0.235
H 0.5763 1.7591 3.2530 0.294
H -0.9342 2.1255 1.8942 0.353
H -2.2310 1.0128 1.8094 0.056
C 2.6205 1.7595 -2.8426 0.413
O 1.5420 2.1580 -3.1421 -0.755
N 3.7489 2.5241 -2.7470 -0.297
N 2.8063 0.4115 -2.5098 -0.464
H 3.7076 3.4050 -3.2480 0.270
H 4.6848 2.1088 -2.7037 0.202
H 1.9183 -0.1528 -2.4744 0.372
H 3.4415 0.3313 -1.7067 0.171
C 1.4571 3.5437 1.2213 0.489
O 0.4650 3.3434 1.9400 -0.855
N 1.9165 4.7251 0.7195 -0.521
N 2.3037 2.5188 0.9505 -0.070
H 1.3137 5.5359 0.9023 0.302
H 2.1286 4.6393 -0.2407 0.234
H 1.8281 1.6414 1.1007 -0.010
H 3.1115 2.5341 0.3349 0.256
C -2.8801 1.7268 -0.6172 0.951
O -3.1613 0.8041 0.1548 -0.793
N -1.6591 2.1254 -0.9241 0.106
N -3.8290 2.5766 -1.0443 -0.427
H -1.4704 2.8599 -1.6302 0.232
H -1.0438 1.4939 -0.4491 -0.373
H -3.6145 3.3507 -1.6710 0.177
H -4.7681 2.3433 -0.8873 0.242
C 3.6261 -2.3183 3.3289 0.408
O 4.7653 -1.8693 3.4311 -0.708
N 2.9209 -2.3256 2.0856 -0.276
N 2.8785 -2.6725 4.4201 -0.350
H 3.6543 -2.1332 1.4026 0.217
H 2.2967 -3.1137 1.9611 0.386
H 1.9405 -2.9398 4.2621 0.195
H 3.3072 -2.3942 5.2946 0.233
C 0.2767 -0.9898 -0.3408 0.095
O 0.4318 -0.9302 -1.5618 -0.900
N 1.2659 -0.3506 0.4924 0.820
N -0.7276 -1.5532 0.2850 0.561
H 2.0451 -0.1963 -0.1072 -0.135
H 1.4295 -0.7604 1.3998 -0.148
H -0.7526 -1.5796 1.2899 -0.311
H -1.4201 -2.1308 -0.1494 0.223
C -0.5201 -4.3392 2.4708 0.384
O 0.6753 -4.0699 2.3583 -0.678
N -0.9659 -5.5113 1.9027 -0.558
N -1.4516 -3.4862 3.1074 -0.242
H -1.6082 -5.9834 2.5094 0.252
H -0.1119 -6.1163 1.8010 0.311
H -1.1341 -2.5918 3.5813 0.249
H -2.4362 -3.7059 2.9379 0.299
```

## B
DFT (the ωB97M-V functional and the def2-TZVPD basis) results for a 11-piece molecular cluster, C11H44N22O11 overall.

Calculated values
- Multiplicity: 1
- SMILES string: NC(N)=O.NC(N)=O.NC(N)=O.NC(N)=O.NC(N)=O.NC(N)=O.NC(N)=O.NC(N)=O.NC(N)=O.NC(N)=O.NC(N)=O
- HOMO level: -8.3255 eV
- Gap between HOMO and LUMO: 7.60 eV

XYZ file:
```
88
Properties=species:S:1:pos:R:3:mulliken_charge:R:1
C 21.9111 12.5787 -1.3631 0.439
O 22.6261 11.7211 -0.8467 -0.723
N 21.7429 12.6818 -2.7019 -0.316
N 21.1373 13.3928 -0.5870 -0.218
H 22.5022 12.3779 -3.2825 0.199
H 21.0920 13.3483 -3.1098 0.451
H 21.2505 13.1871 0.3865 0.166
H 20.5767 14.1154 -0.9973 0.165
C 19.9554 16.0229 -3.9001 0.363
O 20.2165 14.9892 -3.2882 -0.774
N 19.0752 16.9531 -3.4600 0.373
N 20.6194 16.3628 -5.0461 -0.121
H 18.6666 16.8511 -2.5478 0.172
H 18.8092 17.6595 -4.1265 -0.001
H 21.3844 15.7628 -5.3047 0.165
H 20.5446 17.2852 -5.4371 0.057
C 17.4485 20.1822 -4.2814 0.453
O 18.2263 19.4228 -4.8384 -0.624
N 16.6708 21.0730 -4.9757 -0.439
N 17.2552 20.2008 -2.9292 -0.178
H 15.9926 21.5441 -4.4029 0.144
H 16.6024 21.1555 -5.9708 0.261
H 17.6175 19.4718 -2.3441 0.225
H 16.8004 20.9974 -2.5236 0.213
C 19.6094 17.7057 0.5592 0.379
O 20.4865 18.1997 1.2402 -0.670
N 18.9958 16.5246 0.8950 -0.209
N 19.1919 18.1943 -0.6588 0.102
H 19.3214 16.0421 1.7129 0.193
H 18.1785 16.1539 0.4413 0.135
H 19.8596 18.6595 -1.2463 0.243
H 18.2509 18.0512 -1.0188 -0.484
C 18.6267 19.1622 -8.3020 0.644
O 19.1512 20.2379 -8.4967 -0.664
N 19.2991 18.0283 -7.9396 -0.256
N 17.2686 18.9783 -8.5137 -0.420
H 18.8637 17.1302 -7.8429 0.130
H 20.3002 18.0526 -7.8882 0.152
H 16.7973 18.1384 -8.2483 0.206
H 16.9075 19.8540 -8.8510 0.234
C 20.7679 13.1631 -8.1796 0.578
O 19.7185 12.5566 -8.3984 -0.758
N 20.8292 14.2681 -7.3782 -0.064
N 21.9676 12.7263 -8.6513 -0.369
H 20.0751 14.4259 -6.7368 0.114
H 21.7117 14.7207 -7.1997 0.082
H 22.7791 13.2878 -8.4754 0.153
H 21.9787 11.7949 -9.0202 0.207
C 15.5289 18.2542 -0.1734 0.392
O 16.4839 17.8857 -0.8417 -0.387
N 14.6969 19.2792 -0.5572 -0.405
N 15.1700 17.6637 1.0020 -0.384
H 15.0147 19.8363 -1.3271 0.190
H 13.8537 19.4638 -0.0499 0.138
H 14.3934 18.0087 1.5348 0.159
H 15.7581 16.9759 1.4354 0.237
C 24.5485 15.5218 -6.8595 0.659
O 23.6371 14.7961 -6.4674 -0.659
N 25.3494 16.2017 -5.9876 -0.455
N 24.8366 15.7499 -8.1874 -0.406
H 26.1299 16.7515 -6.2863 0.160
H 25.0358 16.1101 -5.0371 0.247
H 25.2576 16.6533 -8.3252 0.196
H 24.3390 15.3506 -8.9593 0.210
C 15.3933 17.5349 -4.2543 0.396
O 15.8597 16.4299 -3.9984 -0.714
N 14.5872 18.1908 -3.3823 -0.335
N 15.7063 18.1807 -5.4261 -0.346
H 14.4665 17.7770 -2.4770 0.164
H 14.2444 19.1008 -3.6239 0.189
H 16.5426 17.7993 -5.8358 0.107
H 15.5932 19.1803 -5.4491 0.298
C 17.1334 11.2395 -6.0679 0.456
O 16.3887 10.5523 -5.3921 -0.678
N 17.4328 10.9434 -7.3581 -0.310
N 17.8239 12.3207 -5.5671 -0.160
H 18.1167 11.4347 -7.9147 0.314
H 16.8827 10.2192 -7.7790 0.184
H 18.2830 12.9420 -6.2033 0.154
H 17.5901 12.5254 -4.6094 0.136
C 17.1230 14.3227 -1.2777 0.463
O 17.7444 13.5433 -0.5681 -0.658
N 15.9650 14.9100 -0.8195 -0.267
N 17.4206 14.5628 -2.5796 -0.099
H 15.3705 15.5213 -1.3412 0.133
H 15.7887 14.6857 0.1420 0.202
H 18.3740 14.4510 -2.9008 -0.193
H 16.8526 15.1414 -3.1915 0.560
```

Result of the stability comparison: A is the most stable of them.

## A
DFT (the ωB97M-V functional and the def2-TZVPD basis) results for one molecule with the formula C4H4.

Calculated values
- Multiplicity: 1
- HOMO level (alpha / beta): -9.0167 / -8.0262 eV
- Gap between HOMO and LUMO (alpha / beta): 8.98 / 7.60 eV

XYZ file:
```
8
Properties=species:S:1:pos:R:3:nbo_charge:R:1
C 1.4809 0.7915 -0.4510 -0.075
C 0.2109 0.9673 -0.8001 -0.447
C -0.6181 0.0849 -0.0552 0.185
C -0.8647 -0.9864 0.6219 -0.540
H 1.8712 0.1846 0.4263 0.177
H -0.0843 1.6390 -1.6179 0.227
H -1.9415 -1.0429 1.1046 0.246
H -0.0544 -1.6381 0.7713 0.226
```

## B
DFT (the ωB97M-V functional and the def2-TZVPD basis) results for one molecule with the formula C4H4.

Calculated values
- Multiplicity: 1
- HOMO level: -8.9333 eV
- Gap between HOMO and LUMO: 7.90 eV

XYZ file:
```
8
Properties=species:S:1:pos:R:3:nbo_charge:R:1
C -1.7988 0.9823 -0.0261 0.235
C -0.1697 0.5136 0.0032 -0.163
C 1.1034 0.7429 -0.0121 -0.342
C -1.3273 -0.4463 0.0215 -0.653
H 1.8892 -0.0401 0.1229 0.191
H 1.7588 1.6405 -0.1459 0.212
H -1.5273 -1.1012 0.9494 0.257
H -1.5035 -0.9601 -0.8850 0.264
```

Result of the stability comparison: A is the most stable of them.

## A
DFT (the ωB97M-V functional and the def2-TZVPD basis) results for C2N2OS as an isolated structure.

Calculated values
- Multiplicity: 1
- HOMO level (alpha / beta): -12.0397 / -12.0402 eV
- Gap between HOMO and LUMO (alpha / beta): 9.19 / 9.19 eV

XYZ file:
```
6
Properties=species:S:1:pos:R:3:nbo_charge:R:1
C 0.8777 -0.9557 -0.2108 -0.072
C -1.4585 0.4880 -0.1004 0.024
N 0.9646 -2.0836 -0.0365 -0.175
N -2.5772 0.3630 0.0568 -0.382
O 1.3707 1.3849 0.7449 -0.779
S 0.8228 0.8034 -0.4540 1.384
```

## B
DFT (the ωB97M-V functional and the def2-TZVPD basis) results for one molecule with the formula C2N2OS.

Calculated values
- Multiplicity: 1
- SMILES string: O=C=NC1=NS1
- HOMO level: -9.5623 eV
- Gap between HOMO and LUMO: 8.03 eV

XYZ file:
```
6
Properties=species:S:1:pos:R:3:nbo_charge:R:1
C 0.3964 0.2704 -0.7694 0.212
C -0.7007 -0.0996 1.3403 0.931
N -0.1482 0.4645 0.4333 -0.582
N 1.0202 0.9638 -1.5500 -0.199
O -1.2186 -0.4190 2.3124 -0.439
S 0.6509 -1.1801 -1.7665 0.078
```

Result of the stability comparison: B is the most stable of them.